Record 1
23
Properties=species:S:1:pos:R:3 method="wB97M-V/def2-TZVPD" smiles="COC(=O)[C@@H]1CCSC12SC(=O)C(=O)S2" total_charge=0 lumo_ev=-0.44 e_above_lowest_kj_mol=0.00 max_force_ha_per_bohr=0.09091 homo_lumo_gap_ev=9.0
C -0.8457 -0.5298 2.9609
O -0.0977 0.0158 1.9667
C -0.4728 -0.3260 0.7285
O -1.3762 -1.0774 0.4784
C 0.5731 0.2174 -0.3174
C 0.1879 0.0692 -1.8148
C 1.4506 0.4656 -2.5094
S 2.7487 -0.5331 -1.8299
C 2.0180 -0.4843 -0.1189
S 1.7689 -2.2237 0.3059
C 1.9025 -2.0853 2.0240
O 1.7147 -2.9296 2.8518
C 2.3401 -0.6297 2.4617
O 2.3289 -0.2183 3.5526
S 3.1230 0.2431 1.0778
H -0.1242 -0.8832 3.6537
H -1.5653 -1.3185 2.5914
H -1.4501 0.4297 3.4097
H 0.6154 1.2899 0.0537
H -0.7165 0.5373 -2.1597
H 0.0767 -0.9804 -2.0336
H 1.2418 0.3115 -3.5981
H 1.6793 1.6144 -2.2865



Record 2
18
Properties=species:S:1:pos:R:3 method="wB97M-V/def2-TZVPD" total_charge=0 lumo_ev="-1.14 / -1.14" e_above_lowest_kj_mol=207.89 max_force_ha_per_bohr=0.09409 homo_lumo_gap_ev="6.8 / 6.8"
C -2.4520 1.4421 0.1600
C -1.1493 1.0776 0.6473
C -3.0959 0.3507 -0.4073
C -0.7434 -0.2219 0.2586
C 1.9615 0.0540 -0.4932
C 1.5341 -0.2991 1.0545
C 2.1488 -1.0722 -1.2435
C 0.3670 -1.0051 0.4561
O 1.8266 1.2236 -0.8087
S -2.1369 -1.0338 -0.5137
H -2.9044 2.3841 0.3530
H -0.4493 1.8196 1.0998
H -3.9567 0.4756 -0.9133
H 2.3834 -0.8274 1.4862
H 1.3210 0.7502 1.4939
H 2.6930 -1.0386 -2.1926
H 2.3554 -2.0572 -0.8678
H 0.2970 -2.0224 0.4306



Record 3
17
Properties=species:S:1:pos:R:3 method="wB97M-V/def2-TZVPD" smiles="C[C@H]1C=c2ccsc2=C1" total_charge=0 lumo_ev="0.23 / 0.23" e_above_lowest_kj_mol=222.20 max_force_ha_per_bohr=0.17890 homo_lumo_gap_ev="7.6 / 7.6"
C -1.1566 1.4534 -0.9266
C -0.4554 0.8148 0.2250
C -0.4664 -0.7248 0.2301
C 0.7822 -1.1097 0.6037
C 1.4949 -2.3507 0.8443
C 2.7650 -2.1839 1.2244
S 3.3377 -0.5343 1.0865
C 1.7110 -0.0404 0.8075
C 0.8309 1.3298 0.6450
H -0.5525 1.1510 -1.9016
H -1.3363 2.5448 -0.9663
H -2.2683 1.0659 -1.1966
H -0.9243 0.8962 1.2576
H -1.3175 -1.2059 0.1355
H 1.1987 -3.3976 0.7838
H 3.3154 -3.0664 1.3571
H 1.2619 2.2093 0.4016



Record 4
19
Properties=species:S:1:pos:R:3 method="wB97M-V/def2-TZVPD" total_charge=0 lumo_ev="0.55 / -1.46" e_above_lowest_kj_mol=55.24 max_force_ha_per_bohr=0.02543 multiplicity=2 homo_lumo_gap_ev="9.3 / 8.0"
Br 1.2083 3.6312 0.1468
H 0.1736 2.6016 0.2517
C -0.7702 1.2835 -0.2641
C -0.9773 1.4645 -1.7390
C -0.1232 0.0424 0.1984
C 1.1458 -0.0033 0.7918
C 1.7069 -1.2289 1.1656
C 0.9906 -2.4287 0.9698
C -0.2812 -2.3763 0.3938
C -0.8355 -1.1748 0.0097
Br -2.3159 1.7862 0.7801
H -0.0570 1.2063 -2.2717
H -1.7651 0.8133 -2.1000
H -1.2269 2.5004 -1.9708
H 1.6701 0.9304 0.9410
H 2.7049 -1.2498 1.6132
H 1.4326 -3.3729 1.2697
H -0.8501 -3.3077 0.2431
H -1.8304 -1.1178 -0.4292



Record 5
21
Properties=species:S:1:pos:R:3 method="wB97M-V/def2-TZVPD" total_charge=0 lumo_ev="-0.98 / -0.98" max_force_ha_per_bohr=0.08255 homo_lumo_gap_ev="8.3 / 8.3"
C 1.5798 0.1584 -0.4164
C 0.0018 -0.1239 -2.2218
C 2.6415 -0.1207 -1.2742
C 1.0490 -0.4341 -3.1491
C 0.2178 0.1636 -0.8442
C 2.3123 -0.4807 -2.5605
C -2.2740 -0.4243 3.4256
C -1.0270 0.5503 0.0900
N -0.6216 0.3702 1.4441
O -2.3992 0.3324 2.2952
F 3.3569 -0.6702 -3.3640
Br -0.0428 1.8702 2.2162
H 1.7471 0.1151 0.7206
H -1.0279 -0.2284 -2.4032
H 3.6596 -0.2674 -0.8968
H 0.8504 -0.7471 -4.1647
H -1.5695 -1.2334 3.1775
H -3.3327 -0.5698 3.7117
H -1.9347 0.2541 4.2145
H -1.3245 1.5763 -0.0507
H -1.8624 -0.0907 0.0502



Record 6
22
Properties=species:S:1:pos:R:3 method="wB97M-V/def2-TZVPD" smiles="C[N@@+]12CC=NC=C1[C@@H](C=O)N=C2Br" total_charge=+1 lumo_ev=-4.31 e_above_lowest_kj_mol=0.00 max_force_ha_per_bohr=0.07090 homo_lumo_gap_ev=9.5
C 0.3820 0.1377 1.5309
N 0.5102 -0.1245 0.1041
C 0.3048 -1.5221 -0.3367
C -1.1121 -1.9059 -0.3582
N -2.0600 -1.1271 -0.6631
C -1.5858 0.1452 -1.0043
C -0.3888 0.6946 -0.6771
C 0.3462 1.9252 -1.1315
C 0.2037 3.0321 -0.0546
O 0.3245 2.8730 1.1351
N 1.7517 1.5962 -0.9951
C 1.8371 0.5038 -0.3897
Br 3.4627 -0.4316 -0.0282
H -0.7274 0.2342 1.6631
H 0.6442 -0.7241 2.2046
H 0.8801 1.0534 1.8016
H 0.9144 -2.2673 0.2391
H 0.8352 -1.7869 -1.3246
H -1.3556 -2.8850 -0.2692
H -2.1674 0.6369 -1.7167
H 0.1260 2.2391 -2.1889
H 0.0540 4.0656 -0.4795